DFT (the ωB97M-V functional and the def2-TZVPD basis) results for a cluster of 2 separate species, C5H9FIN2 in total.

```
18
Properties=species:S:1:pos:R:3:forces:R:3:mulliken_charge:R:1
C -1.52167 2.58459 0.26146 -1.141 -0.608 1.171 -0.552
C -1.42436 0.51606 -0.95188 1.714 -1.985 -0.008 0.262
C 2.23430 -1.53628 0.99042 2.127 -2.386 0.572 -1.165
C 0.87260 -1.07755 0.48509 -0.632 -0.186 2.455 -0.151
C 0.99381 0.03696 -0.44301 -1.934 2.474 -0.878 0.057
N -1.70209 1.64661 -0.58722 -0.118 1.897 0.569 -0.159
N -2.23697 -0.46379 -1.27678 1.971 -2.078 -1.667 -0.341
F 1.33933 -0.06454 -1.69998 0.353 -0.789 0.400 -0.221
I 1.31756 1.92716 0.32484 0.498 -0.511 -0.085 0.408
H -1.69093 3.60301 -0.09063 0.391 -0.085 0.381 0.320
H -1.59369 2.27584 1.35649 0.270 0.882 -1.391 0.388
H 2.84160 -0.80695 1.57254 -0.698 -0.261 -0.544 0.316
H 2.24352 -2.52754 1.62227 -0.734 2.030 -0.939 0.333
H 2.84992 -1.90056 0.12411 -0.405 0.715 0.561 0.330
H 0.20975 -0.72703 1.34351 0.973 -0.198 -0.987 0.308
H 0.35232 -1.94069 0.13519 -0.368 -0.473 -0.993 0.359
H -1.87834 -1.23417 -1.91909 -0.816 1.510 1.495 0.276
H -3.20664 -0.31114 -1.24731 -1.451 0.052 -0.111 0.231
```
Positions in Å, forces in eV/Å.

## Properties
- LUMO (alpha / beta) (eV) = -4.93 / -4.93
- net charge = +1
- calculated total energy (eV) = -19118.7401